A single C8H9PS molecule. Source: the Open Molecules 2025 dataset; level of theory: ωB97M-V with the def2-TZVPD basis set.

Last columns: bonded neighbours and bond lengths (Å).
Positions of all 19 atoms, in Å:
1 C -2.44 1.03 -0.43  C2 1.393, C3 1.432, H11 1.073
2 C -2.09 0.64 -1.72  C1 1.393, C4 1.450, H12 1.074
3 C -1.56 1.15 0.69  C1 1.432, C5 1.299, H13 1.151
4 C -0.75 0.21 -2.10  C2 1.450, C6 1.386, H14 1.139
5 C -0.29 0.88 0.66  C3 1.299, P9 1.755
6 C 0.26 -0.02 -1.18  C4 1.386, S10 1.676
7 C 1.61 -0.86 1.73  C8 1.503, P9 1.854, H15 1.080, H16 1.009
8 C 1.84 -1.49 0.38  C7 1.503, S10 1.894, H17 1.074, H18 1.062
9 P 1.21 0.94 1.56  C5 1.755, C7 1.854, H19 1.426
10 S 1.90 -0.38 -1.15  C6 1.676, C8 1.894
11 H -3.45 1.27 -0.19  C1 1.073
12 H -2.92 0.68 -2.40  C2 1.074
13 H -2.02 1.57 1.66  C3 1.151
14 H -0.58 -0.15 -3.17  C4 1.139
15 H 0.80 -1.46 2.12  C7 1.080
16 H 2.41 -1.03 2.33  C7 1.009
17 H 2.80 -1.96 0.53  C8 1.074
18 H 1.16 -2.27 0.16  C8 1.062
19 H 2.12 1.24 0.51  P9 1.426

Values from the calculation:
Kohn-Sham gap   0.3008 hartree
Largest force on an atom   6.06 eV/Å
LUMO energy   0.23 eV
HOMO level   -7.95 eV
ΔE to the lowest compared entry with this formula, charge and spin   71.6 kcal per mole